{"formula": "C5H12N2O", "method": "ωB97M-V/def2-TZVPD", "symbols": ["C", "N", "C", "C", "O", "C", "N", "C", "H", "H", "H", "H", "H", "H", "H", "H", "H", "H", "H", "H"], "coordinates": [[-0.875, -0.500, -0.555], [0.568, -0.354, -0.182], [1.360, -1.507, -0.623], [2.854, -1.265, -0.639], [3.329, -0.163, -0.602], [-1.491, 0.922, -0.299], [-2.612, 0.865, 0.699], [-2.427, 1.853, 1.764], [-0.850, -0.690, -1.663], [-1.381, -1.151, 0.170], [0.599, -0.405, 0.829], [1.059, -1.793, -1.669], [1.217, -2.400, 0.010], [3.444, -2.161, -0.904], [-0.724, 1.623, 0.018], [-2.002, 1.199, -1.202], [-2.760, -0.059, 1.065], [-3.162, 2.631, 1.611], [-2.587, 1.403, 2.769], [-1.440, 2.270, 1.906]], "orbital_gap_ev": 9.5, "smiles": "CNCCNCC=O", "homo_ev": -8.6, "lumo_energy_ev": 0.824, "e_tot_ev": -10405.24726}


{"formula": "C5H12N2O", "method": "ωB97M-V/def2-TZVPD", "symbols": ["C", "C", "C", "C", "N", "C", "N", "O", "H", "H", "H", "H", "H", "H", "H", "H", "H", "H", "H", "H"], "coordinates": [[0.032, -0.748, -0.337], [0.422, 0.698, -0.117], [-1.175, -0.579, 2.604], [-1.209, -0.948, -1.188], [-0.783, 0.637, 2.695], [0.962, 1.078, -1.540], [2.310, 0.967, -1.673], [0.267, 1.539, -2.414], [-0.068, 0.794, 3.397], [0.866, -1.355, -0.689], [2.900, 0.618, -0.938], [2.735, 1.334, -2.511], [-0.446, 1.314, 0.114], [1.233, 0.799, 0.602], [-0.285, -1.100, 0.781], [-2.059, -0.745, 1.983], [-1.118, -1.300, 3.426], [-2.070, -0.501, -0.694], [-1.409, -2.010, -1.334], [-1.102, -0.490, -2.167]], "orbital_gap_ev": 10.1, "smiles": "CCCC(N)=O.C=N", "homo_ev": -9.3, "lumo_energy_ev": 0.890, "e_tot_ev": -10406.25301}


{"formula": "C5H12N2O", "method": "ωB97M-V/def2-TZVPD", "symbols": ["C", "C", "C", "N", "C", "H", "H", "H", "H", "H", "H", "H", "H", "H", "N", "C", "O", "H", "H", "H"], "coordinates": [[-1.292, -1.273, -1.027], [-1.656, 0.313, 0.931], [-0.731, -0.230, -0.114], [0.459, 2.020, -0.334], [0.364, 0.609, -0.595], [0.530, 2.227, 0.657], [-0.317, 2.549, -0.713], [0.715, 0.357, -1.594], [-1.786, -2.062, -0.464], [-2.018, -0.796, -1.694], [-2.238, -0.486, 1.386], [-1.107, 0.844, 1.709], [-2.346, 1.025, 0.466], [-0.504, -1.715, -1.636], [2.628, -0.690, 0.221], [1.348, -0.322, 0.610], [0.484, -1.324, 0.822], [3.397, -0.077, 0.445], [2.672, -1.440, -0.453], [1.395, 0.472, 1.377]], "orbital_gap_ev": 8.7, "homo_ev": -7.7, "lumo_energy_ev": 0.919, "e_tot_ev": -10404.98459}


F_max (computed, Eh/bohr): 0.0543 0.0784 0.0644